(1)
Molecular formula: C30H45LiN5OSi3
Method: DFT, wB97M-V/def2-TZVPD

Frontier orbital gap: 6.534 eV
Max |F|: 0.1 eV/A
E_tot: -2395.446892 hartree
E_HOMO: -3.941 eV

```
! RIJCOSX wB97M-V def2-TZVPD def2/J DEFGRID3
* xyz -1 1
Li -0.456 0.414 -0.497
C -5.513 2.991 3.546
C -4.213 2.399 3.072
C -3.638 1.287 3.681
C -2.472 0.710 3.216
C -1.763 1.209 2.086
N -0.622 0.695 1.599
C -0.191 -0.479 2.210
C 0.860 -0.489 3.130
C 1.287 -1.654 3.746
C 0.694 -2.881 3.467
C 1.217 -4.157 4.068
C -0.340 -2.898 2.540
C -0.771 -1.729 1.932
N -1.850 -1.808 1.006
C -3.001 -2.499 1.146
C -3.721 -2.329 -0.014
C -2.905 -1.504 -0.808
N -1.783 -1.194 -0.184
C -2.362 2.358 1.501
C -3.540 2.910 1.969
N -1.737 3.003 0.392
C -1.547 4.329 0.250
C -1.097 4.545 -1.033
C -1.033 3.261 -1.595
N -1.418 2.334 -0.729
H -5.728 2.682 4.571
H -6.359 2.676 2.927
H -5.488 4.083 3.529
H -4.119 0.853 4.554
H -2.064 -0.142 3.744
H 1.327 0.461 3.360
H 2.110 -1.612 4.452
H 1.613 -3.986 5.070
H 2.024 -4.570 3.458
H 0.434 -4.914 4.137
H -0.800 -3.838 2.253
H -3.217 -3.028 2.058
H -4.693 -2.728 -0.244
H -3.077 -1.122 -1.801
H -3.946 3.767 1.439
H -1.745 5.001 1.067
H -0.826 5.483 -1.486
H -0.705 2.964 -2.576
C -1.720 0.551 -3.717
O -0.725 0.323 -2.757
Si 0.946 0.241 -3.072
C 1.082 -0.906 -4.574
C 1.421 1.915 -3.822
C 1.717 -0.213 -1.522
Si 2.902 0.945 -0.764
C 2.120 2.546 -0.131
C 4.336 1.486 -1.890
C 3.809 0.260 0.747
Si 1.989 -2.010 -1.367
C 2.487 -2.659 0.339
C 3.390 -2.665 -2.473
C 0.460 -3.053 -1.802
H -1.404 1.271 -4.483
H -2.604 0.959 -3.220
H -2.000 -0.378 -4.229
H 0.426 -0.549 -5.375
H 0.817 -1.942 -4.358
H 2.104 -0.895 -4.961
H 0.657 2.261 -4.527
H 2.351 1.811 -4.384
H 1.570 2.695 -3.074
H 1.652 3.132 -0.924
H 2.872 3.180 0.349
H 1.343 2.315 0.605
H 3.997 2.067 -2.750
H 4.864 0.607 -2.273
H 5.055 2.097 -1.334
H 3.126 -0.146 1.496
H 4.372 1.080 1.205
H 4.522 -0.523 0.479
H 3.547 -2.514 0.551
H 2.285 -3.736 0.363
H 1.915 -2.192 1.141
H 4.319 -2.135 -2.239
H 3.188 -2.519 -3.536
H 3.561 -3.734 -2.302
H -0.218 -2.561 -2.501
H -0.114 -3.252 -0.894
H 0.758 -4.017 -2.227
*
```

---

(2)
Molecular formula: C30H45N7O7SV
Method: DFT, wB97M-V/def2-TZVPD

ΔE to the lowest compared entry with this formula, charge and spin: 0.0 kJ/mol
Frontier orbital gap (alpha / beta): 7.489 / 6.766 eV
Expectation value of S²: 0.763
Max |F|: 1.0 eV/A
E_tot: -3422.441790 hartree
E_HOMO (alpha / beta): -7.158 / -6.435 eV

```
! RIJCOSX wB97M-V def2-TZVPD def2/J DEFGRID3
* xyz 0 2
V -0.384 -1.002 -0.421
C -4.069 1.040 -0.038
C -3.143 0.615 1.066
C -2.861 -0.737 1.275
C -2.082 -1.155 2.350
C -1.898 -2.623 2.629
C -1.560 -0.189 3.211
C -1.809 1.162 3.016
C -1.255 2.201 3.952
C -2.602 1.547 1.938
H -5.087 1.141 0.344
H -4.087 0.311 -0.847
H -3.783 2.011 -0.446
H -3.286 -1.479 0.608
H -2.745 -3.010 3.199
H -1.000 -2.808 3.222
H -1.837 -3.199 1.705
H -0.960 -0.504 4.059
H -2.053 2.824 4.355
H -0.550 2.858 3.439
H -0.729 1.743 4.790
H -2.811 2.601 1.782
O 1.574 -0.384 -2.479
C 2.743 -0.986 -1.974
C 2.465 -2.067 -0.956
C 3.248 -3.206 -0.858
C 2.957 -4.165 0.093
C 1.898 -3.937 0.960
C 1.193 -2.758 0.844
N 1.438 -1.852 -0.124
H 1.030 -1.079 -2.897
H 3.322 -0.192 -1.495
H 3.357 -1.402 -2.782
H 4.067 -3.341 -1.553
H 3.542 -5.072 0.158
H 1.631 -4.646 1.731
H 0.428 -2.495 1.564
C -2.991 3.559 -5.150
C -3.174 2.444 -4.126
C -1.945 2.109 -3.275
C -0.635 1.995 -4.119
C -0.683 0.909 -5.183
C -1.683 3.187 -2.238
O -2.085 4.324 -2.298
N -0.852 2.790 -1.199
C -0.654 1.471 -0.885
O 0.128 1.134 0.035
N -1.313 0.491 -1.514
C -2.112 0.739 -2.599
O -2.853 -0.112 -3.049
H -3.939 3.750 -5.652
H -2.269 3.286 -5.921
H -2.664 4.487 -4.687
H -3.477 1.524 -4.626
H -3.989 2.708 -3.447
H 0.205 1.797 -3.449
H -0.457 2.971 -4.577
H -0.862 -0.075 -4.750
H 0.270 0.872 -5.710
H -1.466 1.095 -5.919
H -0.516 3.493 -0.557
C 2.521 -1.029 3.370
N 3.492 -0.417 4.280
C 4.688 -0.089 3.497
N 4.399 0.816 2.381
C 3.399 0.172 1.524
N 2.174 -0.157 2.247
C 1.633 1.090 2.799
N 2.581 1.762 3.694
C 2.919 0.837 4.775
C 3.801 2.035 2.934
H 1.610 -1.264 3.928
H 2.944 -1.960 2.980
H 5.112 -1.014 3.099
H 5.424 0.380 4.153
H 3.829 -0.746 1.111
H 3.143 0.846 0.703
H 0.726 0.859 3.351
H 1.380 1.754 1.973
H 2.012 0.609 5.343
H 3.638 1.315 5.444
H 4.529 2.518 3.590
H 3.563 2.715 2.113
C -2.440 -3.755 -2.962
S -1.030 -3.242 -2.060
O -0.287 -2.266 -2.862
O -0.290 -4.406 -1.655
O -1.632 -2.508 -0.867
H -2.095 -4.253 -3.865
H -3.029 -2.874 -3.206
H -3.001 -4.441 -2.333
*
```

---

(3)
Molecular formula: C30H45N7OS
Method: DFT, wB97M-V/def2-TZVPD

SMILES: c1cc[nH]c1.c1cc[nH]c1.c1cc[nH]c1.c1cc[nH]c1.c1cc[nH]c1.c1cc[nH]c1.CCCCOCCNS
ΔE to the lowest compared entry with this formula, charge and spin: 25.6 kJ/mol
Frontier orbital gap: 8.376 eV
Max |F|: 0.9 eV/A
E_tot: -2026.748681 hartree
E_HOMO: -8.043 eV

```
! RIJCOSX wB97M-V def2-TZVPD def2/J DEFGRID3
* xyz 0 1
C -1.569 0.557 -0.588
C -1.147 1.561 -1.663
C -2.324 2.258 -2.344
C -3.065 3.088 -1.322
O -4.123 3.899 -1.837
C -5.034 3.242 -2.688
C -5.756 2.022 -2.095
N -5.786 0.888 -3.051
S -5.591 -0.672 -2.324
H -1.411 0.985 0.396
H -2.623 0.312 -0.629
H -0.994 -0.356 -0.661
H -0.486 2.319 -1.257
H -0.576 1.023 -2.415
H -2.951 1.468 -2.747
H -1.975 2.890 -3.154
H -2.344 3.784 -0.902
H -3.430 2.495 -0.489
H -4.584 2.976 -3.647
H -5.785 3.986 -2.924
H -5.360 1.713 -1.136
H -6.791 2.298 -1.922
H -5.033 0.985 -3.722
H -4.248 -0.799 -2.317
N 2.945 2.310 -4.298
C 1.810 3.067 -4.398
C 1.642 3.731 -3.213
C 2.719 3.359 -2.363
C 3.507 2.482 -3.062
H 3.311 1.720 -5.022
H 1.222 3.068 -5.300
H 0.836 4.407 -2.978
H 2.897 3.700 -1.357
H 4.417 1.974 -2.790
N -1.498 8.807 -0.511
C -2.486 8.009 -1.023
C -2.423 6.801 -0.382
C -1.356 6.874 0.554
C -0.806 8.124 0.451
H -1.310 9.749 -0.798
H -3.145 8.368 -1.794
H -3.068 5.956 -0.565
H -1.031 6.098 1.227
H 0.013 8.584 0.977
N 2.353 0.209 -0.487
C 2.177 0.518 0.831
C 2.518 -0.584 1.574
C 2.917 -1.598 0.661
C 2.804 -1.077 -0.603
H 2.173 0.834 -1.255
H 1.823 1.490 1.129
H 2.482 -0.652 2.649
H 3.249 -2.593 0.907
H 3.007 -1.510 -1.568
N 1.719 -5.039 0.256
C 0.759 -5.956 -0.074
C 1.140 -7.166 0.442
C 2.378 -6.971 1.111
C 2.707 -5.649 0.980
H 1.701 -4.066 0.007
H -0.110 -5.669 -0.641
H 0.592 -8.088 0.351
H 2.959 -7.714 1.632
H 3.555 -5.092 1.340
N 5.215 -5.792 3.848
C 5.228 -7.159 3.918
C 4.436 -7.531 4.971
C 3.921 -6.342 5.555
C 4.419 -5.287 4.840
H 5.713 -5.244 3.172
H 5.796 -7.745 3.217
H 4.243 -8.543 5.286
H 3.260 -6.271 6.402
H 4.275 -4.226 4.951
N -0.492 -1.655 2.154
C -0.838 -1.333 3.436
C -2.070 -1.882 3.691
C -2.484 -2.558 2.512
C -1.480 -2.410 1.592
H 0.352 -1.363 1.685
H -0.187 -0.739 4.054
H -2.616 -1.799 4.616
H -3.408 -3.089 2.359
H -1.390 -2.765 0.579
*
```

---

(4)
Molecular formula: C30H45N8SeSiSr
Method: DFT, wB97M-V/def2-TZVPD

ΔE to the lowest compared entry with this formula, charge and spin: 50.2 kJ/mol
Frontier orbital gap: 6.145 eV
Max |F|: 0.4 eV/A
E_tot: -4329.960138 hartree
E_HOMO: -3.806 eV

```
! RIJCOSX wB97M-V def2-TZVPD def2/J DEFGRID3
* xyz -1 1
Sr 0.086 -0.461 0.020
C 2.443 -1.510 2.287
C 1.432 -1.147 3.382
C 0.123 -1.945 3.332
N -0.779 -1.369 2.354
C -1.937 -0.887 2.708
C -2.383 -0.713 4.060
C -3.652 -0.685 4.602
C -4.892 -0.828 3.987
C -5.096 -0.823 2.609
C -4.201 -0.554 1.597
C -2.793 -0.295 1.625
N -2.162 0.377 0.710
C -2.869 1.157 -0.279
C -2.101 2.435 -0.655
C -0.922 2.328 -1.641
N 0.330 1.787 -1.134
C 1.292 2.561 -0.752
C 1.143 3.980 -0.542
C 2.063 5.001 -0.579
C 3.425 4.958 -0.895
C 4.153 3.793 -1.100
C 3.805 2.471 -0.878
C 2.590 1.889 -0.396
N 2.507 0.755 0.248
C 3.725 0.105 0.701
C 3.558 -0.464 2.114
H 1.946 -1.683 1.328
H 2.880 -2.482 2.531
H 1.169 -0.089 3.305
H 1.922 -1.290 4.351
H -0.309 -2.007 4.333
H 0.344 -2.977 3.029
H -1.583 -0.617 4.785
H -3.676 -0.580 5.683
H -5.762 -0.921 4.626
H -6.118 -0.991 2.280
H -4.624 -0.518 0.599
H -3.856 1.463 0.092
H -3.050 0.560 -1.187
H -1.786 2.928 0.268
H -2.824 3.101 -1.138
H -0.761 3.325 -2.070
H -1.229 1.678 -2.468
H 0.123 4.280 -0.329
H 1.655 5.991 -0.388
H 3.943 5.902 -1.013
H 5.176 3.935 -1.436
H 4.603 1.760 -1.057
H 4.575 0.796 0.725
H 3.992 -0.707 0.010
H 3.361 0.376 2.788
H 4.519 -0.882 2.421
C -1.019 -4.444 -4.744
Si -0.199 -4.127 -3.077
C 1.665 -4.238 -3.347
C -0.699 -5.545 -1.940
Se -0.813 -2.156 -2.269
H -0.726 -5.423 -5.138
H -0.736 -3.680 -5.471
H -2.106 -4.423 -4.646
H 1.969 -5.195 -3.781
H 2.189 -4.109 -2.396
H 1.987 -3.436 -4.014
H -0.439 -6.522 -2.357
H -1.778 -5.515 -1.773
H -0.214 -5.442 -0.967
C 1.677 4.926 5.610
C 2.631 4.927 4.419
C 3.551 3.708 4.451
C 1.870 5.035 3.095
N 0.965 3.926 2.863
C 1.216 2.718 2.358
N 0.090 2.056 2.252
N -0.867 2.901 2.699
N -0.357 4.021 3.065
H 2.235 4.907 6.547
H 1.029 4.048 5.583
H 1.037 5.810 5.607
H 3.257 5.825 4.466
H 2.973 2.782 4.465
H 4.168 3.724 5.351
H 4.216 3.686 3.584
H 2.561 5.077 2.251
H 1.259 5.937 3.082
H 2.184 2.368 2.049
*
```

---

(5)
Molecular formula: C30H46BaBrN3P2
Method: DFT, wB97M-V/def2-TZVPD

ΔE to the lowest compared entry with this formula, charge and spin: 85.5 kJ/mol
Frontier orbital gap: 5.529 eV
Max |F|: 2.4 eV/A
E_tot: -4616.696220 hartree
E_HOMO: -12.091 eV

```
! RIJCOSX wB97M-V def2-TZVPD def2/J DEFGRID3
* xyz 2 1
C -1.109 6.502 -3.316
C -1.416 5.138 -3.488
C -1.580 4.679 -4.813
C -1.470 5.588 -5.877
N -1.181 6.877 -5.687
C -1.017 7.335 -4.444
C -1.461 4.227 -2.366
C -1.303 3.374 -1.496
C -0.658 2.282 -0.815
C 0.393 2.513 0.112
C 1.046 1.465 0.761
C 0.793 0.136 0.348
C -0.390 -0.110 -0.406
C -1.119 0.945 -0.971
Ba -1.809 1.862 1.703
P 2.068 -1.102 0.479
H -1.745 3.626 -5.020
H -0.896 6.908 -2.330
H -1.615 5.248 -6.907
H -0.796 8.401 -4.319
H -2.059 0.739 -1.520
H 0.751 3.530 0.240
H -0.746 -1.141 -0.564
H 1.743 1.692 1.586
C 1.683 -2.513 1.541
C 2.477 -3.815 1.327
H 0.594 -2.676 1.452
H 1.828 -2.142 2.565
H 2.521 -4.367 2.268
H 1.991 -4.469 0.595
H 3.509 -3.655 0.994
C 2.245 -1.596 -1.235
C 3.112 -0.732 -2.151
H 1.223 -1.605 -1.644
H 2.592 -2.637 -1.172
H 2.943 -1.070 -3.177
H 2.857 0.336 -2.134
H 4.178 -0.837 -1.926
C 3.491 -0.258 1.143
C 4.763 -1.026 1.455
H 3.133 0.198 2.070
H 3.724 0.548 0.437
H 5.484 -0.300 1.848
H 4.633 -1.794 2.223
H 5.216 -1.483 0.569
Br -1.463 -1.225 1.923
P -2.880 -3.625 -1.805
C -1.030 -3.800 -1.663
C -0.607 -5.234 -2.001
H -0.732 -3.521 -0.640
H -0.570 -3.082 -2.363
H 0.463 -5.262 -2.246
H -0.789 -5.911 -1.155
H -1.170 -5.609 -2.868
C -3.379 -3.360 -0.061
C -4.712 -3.987 0.335
H -3.381 -2.276 0.109
H -2.560 -3.770 0.545
H -4.755 -4.028 1.429
H -5.552 -3.380 -0.018
H -4.810 -5.003 -0.062
C -2.997 -1.922 -2.520
C -3.269 -2.028 -4.026
H -2.071 -1.367 -2.309
H -3.825 -1.416 -1.997
H -3.642 -1.068 -4.404
H -2.355 -2.291 -4.575
H -4.022 -2.803 -4.227
C 2.121 0.782 6.770
C 1.246 1.356 5.725
C 1.007 2.701 5.420
C 0.120 2.711 4.331
N -0.188 1.441 3.972
N 0.492 0.641 4.863
C -0.447 3.860 3.551
H 3.045 1.369 6.861
H 1.646 0.822 7.761
H 2.419 -0.256 6.575
H 1.447 3.551 5.929
H 0.405 -0.373 4.810
H -1.565 3.767 3.441
H -0.322 4.819 4.098
H 0.061 3.953 2.554
*
```